Record 1
Density functional theory data (ωB97M-V/def2-TZVPD) for a molecular structure, C29H44Br4GeN4O3STi in a non-equilibrium geometry.

XYZ file:
```
87
Properties=species:S:1:pos:R:3:forces:R:3
Ti 1.599 0.782 0.806 0.951 0.947 -1.049
Br -2.848 -4.294 2.812 -0.058 -0.046 -0.048
C -0.808 -2.833 3.069 -0.042 0.027 0.105
C -0.772 -1.939 4.104 -0.078 -0.078 -0.207
Br -1.818 -2.277 5.672 -0.021 0.042 0.094
C 0.010 -0.786 4.012 0.217 0.012 -0.026
Br 0.137 0.488 5.396 -0.008 0.200 0.228
C 0.779 -0.532 2.878 -0.173 -0.193 0.019
O 1.596 0.526 2.718 -0.131 -0.462 -0.044
C 0.700 -1.449 1.795 0.173 -0.092 -0.253
O 1.417 -1.134 0.702 -0.212 -0.370 0.332
C -0.080 -2.592 1.941 0.032 0.059 0.130
Br -0.005 -3.924 0.535 0.013 0.010 -0.058
C -3.777 -2.759 -3.257 -0.066 -0.036 0.050
C -2.916 -1.650 -3.850 0.030 -0.038 -0.036
C -2.795 -0.428 -2.945 -0.077 0.108 -0.044
C -2.161 -0.713 -1.590 0.041 -0.016 0.185
N -0.912 -1.440 -1.678 -0.060 -0.092 -0.064
C 0.290 -0.893 -1.915 0.137 0.162 0.149
S 0.531 0.792 -1.973 -0.189 -0.178 0.054
N 1.302 -1.766 -2.045 0.068 0.015 -0.064
C 2.701 -1.342 -2.093 -0.063 -0.212 0.127
C 3.179 -0.968 -3.487 -0.006 0.186 -0.005
C 3.406 -2.125 -4.454 0.053 -0.088 -0.022
C 2.140 -2.829 -4.930 -0.117 -0.027 -0.008
H -3.858 -3.614 -3.931 0.016 0.015 -0.033
H -4.790 -2.403 -3.051 0.004 0.025 -0.008
H -3.375 -3.130 -2.313 0.036 -0.003 -0.007
H -3.332 -1.337 -4.812 -0.014 -0.001 0.008
H -1.916 -2.037 -4.064 -0.002 0.007 0.022
H -3.790 -0.011 -2.754 -0.003 0.021 -0.031
H -2.216 0.355 -3.441 0.027 -0.059 -0.011
H -2.821 -1.319 -0.970 -0.042 -0.007 0.005
H -1.988 0.229 -1.070 -0.028 0.046 -0.005
H -0.922 -2.400 -1.359 0.041 0.016 -0.030
H 1.140 -2.662 -1.601 -0.011 0.022 -0.007
H 3.280 -2.188 -1.711 0.040 0.023 -0.001
H 2.855 -0.508 -1.401 0.029 -0.047 -0.104
H 4.119 -0.423 -3.359 0.021 -0.010 -0.008
H 2.473 -0.250 -3.915 0.009 -0.023 0.007
H 4.077 -2.857 -3.990 -0.011 0.001 0.021
H 3.942 -1.743 -5.330 0.002 -0.001 -0.017
H 1.585 -3.283 -4.110 0.069 0.004 0.011
H 2.374 -3.614 -5.653 0.013 -0.002 -0.021
H 1.460 -2.121 -5.411 0.019 0.027 -0.003
C -3.391 -0.306 2.064 -0.043 -0.139 -0.020
C -3.291 1.049 2.728 -0.086 0.214 0.181
N -3.899 2.114 1.925 0.015 -0.111 0.020
C -5.349 2.064 1.789 0.027 -0.050 0.033
C -5.793 1.676 0.386 -0.036 -0.003 -0.069
C -3.281 3.210 1.411 0.213 0.062 -0.106
O -3.946 4.127 0.931 -0.057 0.024 0.028
C -1.783 3.314 1.416 -0.302 -0.058 -0.040
C -1.227 4.576 1.735 0.166 -0.027 0.014
C 0.172 4.683 1.622 0.061 0.226 0.091
C 0.943 3.634 1.228 -0.212 -0.248 -0.157
N 0.401 2.392 0.880 -0.533 0.469 0.195
C -0.982 2.292 0.996 0.408 0.082 -0.044
H -2.921 -1.088 2.655 0.088 -0.042 0.102
H -2.911 -0.286 1.089 0.083 -0.037 -0.112
H -4.431 -0.608 1.920 0.001 0.037 -0.021
H -2.261 1.316 2.958 -0.005 -0.024 -0.093
H -3.826 1.026 3.685 0.054 -0.023 0.031
H -5.760 3.040 2.052 -0.009 0.002 -0.014
H -5.711 1.333 2.514 -0.010 0.005 -0.011
H -5.493 2.444 -0.327 0.023 -0.011 0.020
H -6.879 1.564 0.339 -0.014 0.024 0.016
H -5.342 0.728 0.089 0.003 -0.003 0.005
H -1.860 5.403 2.014 -0.008 0.008 -0.009
H 0.670 5.618 1.850 -0.013 -0.004 0.012
H 2.018 3.709 1.149 -0.001 -0.012 0.008
H -1.405 1.341 0.699 -0.006 -0.049 0.032
C 4.993 1.611 2.956 -0.012 0.111 0.152
Ge 4.854 0.821 1.168 -0.346 -0.221 -0.050
C 4.915 -1.122 1.443 -0.007 -0.171 -0.020
C 6.530 1.278 0.259 0.208 0.110 -0.145
C 3.297 1.337 0.189 -0.376 -0.064 0.645
H 5.914 1.288 3.448 -0.003 0.023 0.034
H 4.136 1.295 3.553 -0.006 -0.001 -0.001
H 4.982 2.702 2.901 0.024 0.008 0.010
H 5.491 -1.367 2.339 0.020 -0.033 -0.023
H 5.379 -1.613 0.583 0.019 0.000 0.010
H 3.910 -1.532 1.551 -0.012 0.047 0.038
H 7.372 0.860 0.815 0.049 0.024 -0.033
H 6.655 2.361 0.196 0.026 0.005 -0.003
H 6.540 0.874 -0.755 0.017 -0.018 -0.006
H 3.380 2.241 -0.423 -0.044 -0.028 -0.033
```
Forces are in eV/Å.

Summary:
**Charge**: -2
**2S+1**: 3
**Kohn-Sham gap (spin up / spin down)**: 0.16157 / 0.23192 Ha
**⟨S²⟩**: 2.027
**Energy**: -15196.9130 Ha
**E_LUMO (spin up / spin down)**: 4.07 / 4.03 eV

=====

Record 2
Density functional theory data (ωB97M-V/def2-TZVPD) for a molecular structure, C29H44BrClN2O3PS3Ta in a non-equilibrium geometry.

XYZ file:
```
85
Properties=species:S:1:pos:R:3:forces:R:3
Ta -0.592 1.207 0.537 -0.084 0.308 0.437
C -5.705 4.316 1.649 -0.007 -0.003 0.001
C -5.419 2.901 1.217 -0.027 -0.062 -0.053
O -4.650 2.211 2.248 0.211 0.610 -0.113
P -3.094 2.005 2.117 -0.440 -0.999 -0.017
S -1.961 3.403 1.338 0.194 0.240 -0.226
S -2.843 0.377 0.897 -0.165 -0.392 0.180
O -2.686 1.613 3.577 0.023 0.326 0.016
C -3.591 0.808 4.410 -0.034 -0.093 -0.057
C -2.794 0.220 5.539 -0.007 -0.009 0.049
H -6.401 4.776 0.947 0.012 0.017 -0.021
H -4.794 4.914 1.671 0.005 -0.005 0.012
H -6.160 4.329 2.638 -0.015 -0.007 -0.001
H -4.860 2.863 0.279 -0.030 0.002 -0.015
H -6.328 2.312 1.106 0.004 0.011 0.020
H -4.032 0.033 3.780 0.023 -0.004 0.024
H -4.379 1.474 4.754 0.011 -0.008 0.014
H -2.021 -0.449 5.168 -0.006 -0.003 -0.016
H -3.464 -0.349 6.185 -0.009 0.001 -0.008
H -2.330 1.003 6.138 0.006 0.011 -0.008
C 3.484 -4.569 -2.759 -0.006 -0.033 -0.012
C 4.194 -3.218 -2.701 -0.013 0.018 0.019
C 5.456 -3.368 -1.841 0.014 -0.005 -0.002
C 4.588 -2.813 -4.128 0.006 0.005 -0.013
C 3.306 -2.130 -2.096 0.007 -0.038 -0.007
C 2.024 -2.393 -1.631 -0.030 0.013 0.008
C 1.302 -1.350 -1.086 0.226 0.043 -0.101
Br -0.470 -1.599 -0.460 -0.118 0.087 0.168
C 1.811 -0.066 -0.987 -0.295 0.099 0.083
O 0.989 0.834 -0.371 0.463 0.312 -0.615
C 3.086 0.251 -1.467 -0.004 -0.266 -0.035
C 3.790 -0.824 -2.003 -0.006 0.046 -0.033
C 3.730 1.633 -1.346 0.003 0.006 0.011
C 2.771 2.771 -1.720 -0.025 0.015 -0.028
C 4.211 1.802 0.103 -0.028 0.013 0.040
C 4.944 1.757 -2.275 0.050 0.024 0.021
H 4.153 -5.308 -3.199 0.008 -0.005 0.001
H 2.585 -4.533 -3.377 -0.005 0.016 -0.016
H 3.208 -4.929 -1.766 0.003 0.006 0.016
H 6.128 -4.102 -2.289 -0.004 -0.017 -0.004
H 5.205 -3.707 -0.835 -0.010 0.005 0.012
H 6.002 -2.428 -1.754 0.009 0.011 -0.012
H 5.179 -3.606 -4.588 0.013 -0.006 0.002
H 5.189 -1.903 -4.143 0.001 0.017 0.007
H 3.705 -2.645 -4.746 -0.016 -0.011 -0.004
H 1.593 -3.381 -1.684 -0.020 -0.007 0.002
H 4.786 -0.638 -2.376 0.004 0.004 -0.002
H 1.892 2.816 -1.084 0.019 0.003 0.015
H 2.441 2.683 -2.757 -0.013 -0.029 -0.004
H 3.296 3.722 -1.619 0.008 0.000 -0.023
H 3.394 1.687 0.816 -0.020 0.009 -0.007
H 4.650 2.791 0.244 0.010 0.007 -0.004
H 4.967 1.054 0.348 0.003 -0.006 -0.010
H 4.697 1.484 -3.302 -0.017 0.027 -0.014
H 5.785 1.146 -1.945 -0.008 -0.024 -0.001
H 5.284 2.793 -2.277 0.017 0.002 0.018
S -3.635 -2.743 -0.251 0.034 -0.091 0.034
C -4.229 -1.821 -1.526 -0.095 0.003 -0.044
N -5.384 -1.142 -1.410 0.086 0.074 0.104
C -5.962 -0.292 -2.440 -0.031 -0.021 -0.033
C -4.847 0.239 -3.325 0.016 -0.009 0.011
C -4.032 -0.937 -3.835 -0.035 0.001 -0.033
N -3.575 -1.721 -2.697 0.079 0.017 0.044
H -5.836 -1.242 -0.516 -0.038 -0.025 -0.030
H -6.502 0.519 -1.953 0.015 0.004 -0.010
H -6.683 -0.857 -3.039 -0.002 0.015 -0.003
H -4.203 0.901 -2.740 -0.003 0.013 -0.015
H -5.257 0.809 -4.156 -0.017 -0.027 -0.010
H -3.158 -0.600 -4.392 -0.002 0.011 0.011
H -4.637 -1.553 -4.507 0.001 0.014 -0.007
H -2.754 -2.296 -2.775 -0.010 -0.001 -0.009
Cl 1.581 -2.471 6.040 0.009 -0.023 0.014
C 1.326 -1.188 4.907 -0.010 0.019 -0.007
C 0.700 -0.022 5.323 0.011 -0.028 -0.009
C 0.478 0.996 4.413 0.018 -0.033 -0.037
C 0.899 0.883 3.088 0.094 0.052 -0.013
C 0.675 2.003 2.111 0.111 -0.333 0.303
C 1.545 -0.296 2.700 0.001 -0.004 0.020
C 1.753 -1.332 3.597 -0.023 0.010 0.037
H 0.393 0.080 6.355 -0.009 -0.002 0.008
H -0.017 1.903 4.738 -0.002 0.008 -0.004
H 1.613 2.243 1.605 -0.044 0.096 -0.043
H 0.321 2.899 2.611 -0.056 -0.038 0.047
H 1.924 -0.407 1.690 -0.001 0.021 -0.014
H 2.252 -2.240 3.290 0.013 -0.008 -0.008
```
Forces are in eV/Å.

Summary:
**Charge**: +1
**2S+1**: 2
**Kohn-Sham gap (spin up / spin down)**: 0.24846 / 0.24918 Ha
**⟨S²⟩**: 0.754
**Energy**: -6093.7515 Ha
**E_LUMO (spin up / spin down)**: -3.65 / -3.65 eV